1.
This record from OMol25 describes a structure of composition C32H25AsN3O5Rb. The level of theory is ωB97M-V/def2-TZVPD.

Properties
max |F| = 1.0 eV/Å
Kohn-Sham gap = 4.9 eV
HOMO level = -1.0 eV
energy above the lowest of the compared OMol25 structures with the same formula, charge and spin = 17.4 kcal/mol

```
! wB97M-V def2-TZVPD RIJCOSX def2/J DEFGRID3
* xyz -2 1
Rb -0.2891 0.4960 0.1759
O 1.2776 2.3620 1.0004
C 2.3398 2.7413 1.5671
C 2.6084 4.1347 1.7944
C 3.7444 4.5879 2.4220
C 4.7228 3.6958 2.8703
C 4.5102 2.3427 2.6573
C 3.3702 1.8324 2.0311
C 3.3126 0.3875 1.8748
N 2.3541 -0.3188 1.4094
N 2.6167 -1.6797 1.4330
C 1.9338 -2.3524 0.5292
O 1.1590 -1.9330 -0.3716
C 2.1430 -3.8524 0.6235
C 1.3848 -4.6872 -0.1926
C 1.5328 -6.0660 -0.1335
C 2.4500 -6.6346 0.7399
C 3.2163 -5.8085 1.5548
C 3.0636 -4.4311 1.4974
H 1.8511 4.8306 1.4487
H 3.8809 5.6568 2.5696
H 5.6206 4.0488 3.3651
H 5.2612 1.6298 2.9908
H 4.2147 -0.1428 2.2148
H 0.6824 -4.2111 -0.8659
H 0.9290 -6.7021 -0.7724
H 2.5681 -7.7120 0.7865
H 3.9365 -6.2442 2.2395
H 3.6448 -3.7710 2.1265
O -2.5312 -0.6147 -0.7668
As -2.7031 -0.6675 -2.3966
C -1.0612 -1.1201 -3.3149
C -0.0079 -0.2090 -3.2935
C 1.2096 -0.5511 -3.8598
C 1.3833 -1.7944 -4.4496
C 0.3373 -2.7034 -4.4705
C -0.8829 -2.3678 -3.9013
C -3.3376 0.9853 -3.0492
C -3.9616 1.8461 -2.0536
C -4.5459 3.0593 -2.6300
C -4.2112 3.4818 -3.8822
C -3.3906 2.7185 -4.7423
C -2.9933 1.4681 -4.3078
C -3.9206 -2.1269 -2.8014
C -4.3351 -2.3961 -4.1020
C -5.2353 -3.4222 -4.3435
C -5.7298 -4.1748 -3.2845
C -5.3267 -3.8978 -1.9859
C -4.4224 -2.8714 -1.7440
H -0.1099 0.7592 -2.8110
H 2.0348 0.1472 -3.8088
H 2.3448 -2.0630 -4.8694
H 0.4765 -3.6850 -4.9074
H -1.6893 -3.0903 -3.8947
H -4.5883 1.3624 -1.3021
H -5.2059 3.6560 -2.0119
H -4.6212 4.4228 -4.2372
H -3.1280 3.0800 -5.7277
H -2.4087 0.8318 -4.9677
H -3.9575 -1.7946 -4.9220
H -5.5557 -3.6348 -5.3566
H -6.4338 -4.9766 -3.4737
H -5.7144 -4.4833 -1.1612
H -4.0818 -2.6291 -0.7432
O -3.1201 2.6012 0.2052
N -2.7622 2.3057 -0.9208
O -1.6027 2.2993 -1.2832
*
```


2.
This record from OMol25 describes a structure of composition C32H25BrF4IrN2PS2. The level of theory is ωB97M-V/def2-TZVPD.

Properties
max |F| = 0.7 eV/Å
Kohn-Sham gap (alpha / beta) = 7.4 / 5.2 eV
HOMO level (alpha / beta) = -11.0 / -11.0 eV
energy above the lowest of the compared OMol25 structures with the same formula, charge and spin = 0.0 kcal/mol

```
! wB97M-V def2-TZVPD RIJCOSX def2/J DEFGRID3
* xyz 1 2
Ir -1.2926 -0.1106 0.1470
C -2.2844 -2.0798 -0.2312
C -1.7949 -1.5963 -1.4904
C -2.5115 -0.3858 -1.7876
C -3.4240 -0.1190 -0.7021
C -3.2948 -1.1689 0.2582
C -4.1023 -1.3899 1.4886
C -4.3767 1.0264 -0.6599
C -2.4940 0.3418 -3.0950
C -0.8867 -2.3424 -2.4070
C -1.9506 -3.4100 0.3471
H -4.9042 -2.0987 1.2693
H -4.5527 -0.4668 1.8479
H -3.4902 -1.8096 2.2857
H -5.2484 0.7913 -1.2759
H -3.9300 1.9361 -1.0592
H -4.7213 1.2249 0.3523
H -2.0427 1.3309 -3.0313
H -3.5196 0.4797 -3.4415
H -1.9546 -0.2305 -3.8470
H -1.4785 -3.0246 -3.0220
H -0.1610 -2.9355 -1.8535
H -0.3389 -1.6754 -3.0660
H -2.7004 -4.1318 0.0137
H -1.9711 -3.3940 1.4364
H -0.9746 -3.7593 0.0182
S -0.8016 -1.0774 2.2463
C -1.0463 0.4341 3.0339
S -1.6549 1.5207 1.8283
C -0.7653 0.7195 4.3311
C -0.9873 2.0355 4.8346
N -1.1388 3.1112 5.2112
C -0.2009 -0.2846 5.1717
N 0.2534 -1.0952 5.8497
F 2.7704 6.0293 0.0730
C 2.3630 4.7779 0.0069
C 3.2535 3.7402 0.2113
F 4.5251 3.9948 0.4659
C 2.8077 2.4318 0.1303
F 3.7303 1.4807 0.2673
C 1.4728 2.1070 -0.1088
P 1.0102 0.3310 -0.1669
C 1.7153 -0.0983 -1.7794
C 2.8954 -0.8140 -1.9461
C 3.4072 -1.0083 -3.2229
C 2.7644 -0.4716 -4.3268
C 1.6030 0.2736 -4.1609
C 1.0773 0.4526 -2.8933
C 1.9719 -0.4656 1.1328
C 2.2487 0.1994 2.3230
C 2.7769 -0.4980 3.3973
C 3.0312 -1.8580 3.2889
C 2.7597 -2.5232 2.1009
C 2.2202 -1.8322 1.0279
C 0.6164 3.1728 -0.3848
Br -1.1346 2.9433 -1.0361
C 1.0467 4.4861 -0.3125
F 0.2223 5.4907 -0.5746
H 3.4344 -1.2000 -1.0922
H 4.3235 -1.5694 -3.3469
H 3.1744 -0.6194 -5.3167
H 1.1115 0.7151 -5.0179
H 0.1774 1.0427 -2.7629
H 2.0310 1.2557 2.4301
H 2.9745 0.0179 4.3269
H 3.4323 -2.3998 4.1343
H 2.9559 -3.5833 2.0134
H 1.9729 -2.3676 0.1179
*
```


3.
This record from OMol25 describes a structure of composition C32H25F3GaNP2S2. The level of theory is ωB97M-V/def2-TZVPD.

Properties
max |F| = 1.2 eV/Å
Kohn-Sham gap (alpha / beta) = 5.9 / 6.7 eV
HOMO level (alpha / beta) = -9.6 / -10.8 eV
energy above the lowest of the compared OMol25 structures with the same formula, charge and spin = 5.4 kcal/mol

```
! wB97M-V def2-TZVPD RIJCOSX def2/J DEFGRID3
* xyz 1 2
Ga -0.3072 0.3610 0.1344
F 3.7420 -1.2226 3.0617
C 4.1066 -0.0167 2.6021
F 3.6297 0.9038 3.4520
F 5.4439 0.0456 2.6453
C 3.5959 0.2134 1.1998
C 4.4711 0.4825 0.1661
C 3.9928 0.7165 -1.1213
C 2.6357 0.6684 -1.3245
N 1.7886 0.3966 -0.3251
C 2.2255 0.1680 0.9259
S 0.9328 -0.1123 2.0470
H 5.5328 0.5152 0.3675
H 4.6626 0.9289 -1.9403
H 2.1922 0.8477 -2.2955
S -0.6189 3.5739 -1.0918
C -0.5507 2.2461 -0.3434
C -3.9256 0.0357 0.0805
P -2.4327 -0.3236 1.0545
C -2.2892 -2.1304 1.1181
C -2.1690 -2.7154 -0.1475
C -1.9969 -4.0805 -0.2829
C -1.9236 -4.8836 0.8490
C -2.0294 -4.3116 2.1033
C -2.2143 -2.9413 2.2438
C -2.5402 0.6110 2.5960
C -2.8542 1.9629 2.4136
C -2.9423 2.8172 3.4959
C -2.7062 2.3367 4.7773
C -2.3797 1.0047 4.9662
C -2.2909 0.1416 3.8828
P -5.4959 0.1486 1.0781
C -6.7175 -0.0607 -0.2733
C -6.4621 0.1902 -1.6178
C -7.4746 0.0725 -2.5646
C -8.7510 -0.2979 -2.1766
C -9.0178 -0.5432 -0.8351
C -8.0125 -0.4186 0.1076
C -5.4945 -1.5263 1.8159
C -5.5595 -2.6958 1.0557
C -5.5565 -3.9337 1.6748
C -5.4967 -4.0170 3.0631
C -5.4414 -2.8629 3.8276
C -5.4406 -1.6194 3.2033
H -3.9883 -0.7421 -0.6862
H -3.7736 0.9917 -0.4281
H -2.2089 -2.1023 -1.0434
H -1.9114 -4.5153 -1.2694
H -1.7823 -5.9511 0.7489
H -1.9758 -4.9298 2.9893
H -2.3137 -2.5428 3.2373
H -3.0444 2.3525 1.4212
H -3.1973 3.8562 3.3401
H -2.7713 3.0035 5.6264
H -2.1848 0.6280 5.9611
H -2.0213 -0.8830 4.0681
H -5.4750 0.4861 -1.9507
H -7.2602 0.2709 -3.6063
H -9.5372 -0.3920 -2.9131
H -10.0135 -0.8291 -0.5233
H -8.2333 -0.6105 1.1519
H -5.6351 -2.6343 -0.0245
H -5.6124 -4.8359 1.0800
H -5.5060 -4.9855 3.5456
H -5.4155 -2.9264 4.9077
H -5.4148 -0.7130 3.7971
*
```